Entry 1:
The following is a DFT calculation (ωB97M-V/def2-TZVPD) of a cluster of 9 separate species, C8H34N4O9 in total.

Computed properties:
E_LUMO in eV: 0.3
Orbital gap in eV: 10.4174
HOMO energy in eV: -10.1
E_tot in Ha: -1221.4600
ΔE to the lowest compared entry with this formula, charge and spin in kcal per mole: 1.28
SMILES: NC(N)=O.NC(N)=O.CC(C)O.CC(C)O.O.O.O.O.O

```
! RIJCOSX wB97M-V def2-TZVPD def2/J DEFGRID3
* xyz 0 1
O 0.62 -0.22 -4.47
H 0.56 -0.51 -3.56
H 1.03 -0.88 -4.98
O 2.24 -2.58 0.51
H 1.52 -2.98 0.02
H 2.22 -1.65 0.27
O 2.56 4.26 -1.53
H 3.48 4.01 -1.60
H 2.05 3.48 -1.81
O 5.50 2.71 -1.92
H 5.53 2.89 -2.89
H 4.86 1.95 -1.83
O 0.51 -0.77 2.80
H 0.82 -1.64 3.05
H -0.30 -0.67 3.33
C 0.36 -0.51 -0.71
O 0.65 -0.87 -1.87
N -0.75 -1.01 -0.03
N 1.04 0.40 0.07
H -1.37 -1.66 -0.49
H -0.72 -1.02 0.97
H 0.81 0.46 1.03
H 1.90 0.76 -0.25
C 5.05 -0.30 -0.37
O 4.15 0.29 -0.93
N 6.22 0.37 0.08
N 5.19 -1.68 -0.18
H 6.16 1.33 -0.19
H 7.13 -0.06 0.10
H 4.41 -2.35 -0.19
H 5.76 -1.87 0.62
C -4.15 0.50 -1.08
C -3.74 1.81 -1.71
C -2.42 1.69 -2.47
O -4.81 2.01 -2.61
H -4.27 -0.17 -1.90
H -5.06 0.62 -0.50
H -3.32 0.05 -0.53
H -3.65 2.65 -1.00
H -1.56 2.01 -1.84
H -2.42 2.42 -3.33
H -2.22 0.69 -2.92
H -4.80 2.95 -2.87
C -2.67 -2.41 2.60
C -3.23 -1.11 3.03
C -3.56 -1.12 4.53
O -2.33 -0.03 2.97
H -3.43 -3.17 2.72
H -1.72 -2.61 3.15
H -2.46 -2.46 1.54
H -4.13 -0.84 2.44
H -2.74 -1.62 5.08
H -4.47 -1.72 4.75
H -3.66 -0.07 4.85
H -2.37 0.26 2.05
*
```

Atom charges from the natural (NBO) analysis, given in e for atoms 1 to 6: atom 1 (O): -0.97, atom 2 (H): 0.50, atom 3 (H): 0.46, atom 4 (O): -0.96, atom 5 (H): 0.48, atom 6 (H): 0.48



Entry 2:
The following is a DFT calculation (ωB97M-V/def2-TZVPD) of an isolated molecule of C2H4N2S.

Computed properties:
E_LUMO (alpha / beta) in eV: 0.0 / -3.5
Orbital gap (alpha / beta) in eV: 4.9311 / 6.5231
HOMO energy (alpha / beta) in eV: -4.9 / -10.0
E_tot in Ha: -586.0790
ΔE to the lowest compared entry with this formula, charge and spin in kcal per mole: 74.09

```
! RIJCOSX wB97M-V def2-TZVPD def2/J DEFGRID3
* xyz 0 3
C 0.81 2.12 -0.32
C 0.26 0.84 0.04
N 1.24 3.18 -0.43
N -0.65 0.21 -0.79
S 1.81 -0.20 0.50
H -0.16 0.84 1.15
H -0.24 0.21 -1.70
H -0.95 -0.75 -0.62
H 1.29 -0.92 1.63
*
```

Atom charges from the natural (NBO) analysis, given in e for atoms 1 to 6: atom 1 (C): 0.19, atom 2 (C): -0.37, atom 3 (N): -0.33, atom 4 (N): -0.79, atom 5 (S): 0.26, atom 6 (H): 0.21



Entry 3:
The following is a DFT calculation (ωB97M-V/def2-TZVPD) of a structure of composition C35H33F5N8STi.

Computed properties:
E_LUMO (alpha / beta) in eV: 4.2 / 4.2
Orbital gap (alpha / beta) in eV: 4.3002 / 4.6803
HOMO energy (alpha / beta) in eV: -0.1 / -0.4
E_tot in Ha: -3538.6055
ΔE to the lowest compared entry with this formula, charge and spin in kcal per mole: 30.94

```
! RIJCOSX wB97M-V def2-TZVPD def2/J DEFGRID3
* xyz -2 3
Ti 0.17 -0.09 0.09
C -3.69 -2.18 -0.31
C -4.53 -1.11 -0.65
C -4.10 0.16 -0.44
C -2.82 0.40 0.14
N -1.96 -0.64 0.35
C -2.43 -1.88 0.14
N -2.59 1.66 0.55
C -1.52 2.01 1.27
N -0.36 1.29 1.49
C 0.30 1.85 2.57
N 1.31 1.37 3.30
C 2.18 0.41 2.92
C 3.02 -0.14 3.94
C 4.07 -0.95 3.61
C 4.31 -1.23 2.26
C 3.41 -0.73 1.34
N 2.34 0.02 1.63
C -0.42 3.03 2.99
C -0.20 3.95 4.02
C -1.12 4.96 4.20
C -2.26 5.07 3.37
C -2.48 4.16 2.35
C -1.55 3.14 2.16
H -4.00 -3.22 -0.41
H -5.52 -1.30 -1.07
H -4.72 1.02 -0.66
H -1.75 -2.68 0.39
H 2.80 0.14 4.97
H 4.72 -1.35 4.38
H 5.16 -1.82 1.93
H 3.57 -0.94 0.29
H 0.68 3.86 4.65
H -0.97 5.69 4.99
H -2.97 5.87 3.54
H -3.34 4.24 1.70
N -0.33 -1.30 2.87
C -0.07 -2.62 3.41
C 0.15 -3.66 2.31
C 1.24 -3.28 1.31
N 0.83 -2.27 0.34
H -0.23 -0.56 3.56
H -1.24 -1.21 2.44
H -0.85 -3.00 4.08
H 0.85 -2.56 4.00
H -0.79 -3.83 1.77
H 0.44 -4.60 2.79
H 1.58 -4.18 0.79
H 2.09 -2.88 1.87
H 0.31 -2.66 -0.45
H 1.67 -1.87 -0.08
N -0.25 -0.09 -1.74
C -0.37 0.84 -2.71
C 0.02 0.58 -4.07
C -0.16 1.52 -5.08
C -0.72 2.77 -4.82
C -1.06 3.07 -3.51
C -0.88 2.15 -2.48
H 0.46 -0.38 -4.29
H 0.15 1.26 -6.09
H -0.87 3.49 -5.62
H -1.49 4.04 -3.28
H -1.15 2.41 -1.47
C -2.27 -1.71 -3.40
S -0.79 -2.41 -2.64
C -1.31 -4.14 -3.06
H -2.20 -1.82 -4.48
H -2.33 -0.66 -3.13
H -3.14 -2.24 -3.02
H -2.16 -4.42 -2.43
H -0.46 -4.80 -2.84
H -1.58 -4.24 -4.12
F 2.64 -1.77 -1.99
C 2.73 -0.39 -2.01
C 1.99 0.35 -1.12
C 2.26 1.71 -1.24
F 1.65 2.59 -0.40
C 3.13 2.28 -2.15
F 3.36 3.61 -2.18
C 3.81 1.47 -3.02
F 4.68 1.99 -3.91
C 3.61 0.11 -2.95
F 4.31 -0.70 -3.77
*
```

Atom charges from the Mulliken analysis, given in e for atoms 1 to 6: atom 1 (Ti): -1.34, atom 2 (C): -1.14, atom 3 (C): -0.22, atom 4 (C): -1.10, atom 5 (C): 0.31, atom 6 (N): 1.19



Entry 4:
The following is a DFT calculation (ωB97M-V/def2-TZVPD) of a structure of composition C2H6I2N2S.

Computed properties:
E_LUMO in eV: -0.1
Orbital gap in eV: 7.5737
HOMO energy in eV: -7.7
E_tot in Ha: -1182.6626
ΔE to the lowest compared entry with this formula, charge and spin in kcal per mole: 74.53

```
! RIJCOSX wB97M-V def2-TZVPD def2/J DEFGRID3
* xyz 0 1
C -2.44 1.14 -0.83
C 2.40 -0.43 1.57
N -0.73 0.30 0.84
N 0.03 2.18 -0.93
S -1.04 1.84 0.14
I 0.39 0.09 2.38
I 1.71 2.95 0.04
H -2.67 0.11 -0.39
H -3.39 1.64 -0.93
H -1.95 1.05 -1.72
H 3.07 -0.50 2.32
H 2.19 -1.44 1.20
H 2.70 0.46 0.91
*
```

Atom charges from the natural (NBO) analysis, given in e for atoms 1 to 6: atom 1 (C): -0.76, atom 2 (C): -0.74, atom 3 (N): -1.20, atom 4 (N): -1.08, atom 5 (S): 1.15, atom 6 (I): 0.99



Entry 5:
The following is a DFT calculation (ωB97M-V/def2-TZVPD) of an isolated molecule of C5H7N.

Computed properties:
E_LUMO in eV: 0.9
Orbital gap in eV: 11.4898
HOMO energy in eV: -10.6
E_tot in Ha: -249.4362
ΔE to the lowest compared entry with this formula, charge and spin in kcal per mole: 23.23
SMILES: C[C@H]1C[C@H]1C#N

```
! RIJCOSX wB97M-V def2-TZVPD def2/J DEFGRID3
* xyz 0 1
C 1.36 0.62 0.07
C 0.47 -0.57 -0.22
C -0.52 -0.97 0.83
C -1.01 -0.32 -0.45
C -1.43 1.05 -0.60
N -1.71 2.14 -0.84
H 1.47 1.27 -0.80
H 2.35 0.29 0.39
H 0.94 1.22 0.88
H 0.90 -1.34 -0.85
H -0.51 -0.39 1.75
H -0.79 -2.01 0.96
H -1.52 -1.00 -1.13
*
```

Atom charges from the natural (NBO) analysis, given in e for atoms 1 to 6: atom 1 (C): -0.62, atom 2 (C): -0.19, atom 3 (C): -0.38, atom 4 (C): -0.36, atom 5 (C): 0.29, atom 6 (N): -0.33



Entry 6:
The following is a DFT calculation (ωB97M-V/def2-TZVPD) of a structure of composition C44H37LiN3O5P2S.

Computed properties:
E_LUMO in eV: 2.3
Orbital gap in eV: 6.9458
HOMO energy in eV: -4.6
E_tot in Ha: -3327.8288
ΔE to the lowest compared entry with this formula, charge and spin in kcal per mole: 9.93

```
! RIJCOSX wB97M-V def2-TZVPD def2/J DEFGRID3
* xyz -1 1
Li 1.02 -1.28 1.79
O 1.44 -2.49 0.42
N 2.47 -3.31 0.42
C 2.36 -4.40 -0.36
C 3.37 -5.32 -0.47
C 4.53 -5.11 0.28
C 4.63 -3.99 1.07
C 3.60 -3.01 1.15
S 3.71 -1.59 2.07
H 1.42 -4.46 -0.88
H 3.24 -6.18 -1.11
H 5.34 -5.82 0.25
H 5.52 -3.79 1.66
O 0.88 0.60 2.19
C 0.88 1.09 3.31
C 0.76 0.36 4.56
C 0.84 1.10 5.73
C 0.79 0.47 6.95
C 0.69 -0.93 7.04
C 0.60 -1.68 5.91
C 0.61 -1.09 4.59
O 0.47 -1.78 3.56
N 0.86 1.26 8.16
O 0.98 2.48 8.07
O 0.81 0.68 9.24
H 0.96 2.19 3.42
H 0.94 2.18 5.69
H 0.68 -1.39 8.02
H 0.53 -2.76 5.96
C -0.28 0.37 -2.85
N -1.47 1.19 -2.66
C -2.10 1.62 -1.41
P -1.17 1.41 0.20
C -2.52 1.93 1.32
C -3.43 2.96 1.08
C -4.44 3.24 1.99
C -4.56 2.48 3.15
C -3.66 1.46 3.40
C -2.65 1.18 2.48
C -0.07 2.88 0.18
C 0.98 2.89 -0.74
C 1.88 3.94 -0.77
C 1.76 5.00 0.12
C 0.74 4.98 1.05
C -0.17 3.93 1.08
C -2.08 1.64 -3.82
C -1.48 1.48 -5.08
C -2.10 1.93 -6.24
C -3.34 2.55 -6.20
C -3.94 2.71 -4.96
C -3.34 2.27 -3.80
P 0.48 -0.65 -1.45
C 1.91 -1.25 -2.43
C 3.11 -1.27 -1.72
C 4.29 -1.67 -2.33
C 4.30 -2.04 -3.66
C 3.11 -2.00 -4.39
C 1.93 -1.60 -3.78
C -0.75 -2.03 -1.53
C -0.60 -3.17 -2.32
C -1.56 -4.17 -2.33
C -2.71 -4.05 -1.56
C -2.87 -2.93 -0.76
C -1.90 -1.94 -0.74
H 0.54 0.97 -3.24
H -0.52 -0.37 -3.62
H -3.05 1.10 -1.25
H -2.33 2.69 -1.50
H -3.34 3.57 0.19
H -5.13 4.05 1.80
H -5.34 2.70 3.86
H -3.74 0.87 4.31
H -1.95 0.38 2.68
H 1.12 2.06 -1.42
H 2.69 3.92 -1.49
H 2.47 5.81 0.10
H 0.65 5.79 1.77
H -0.95 3.94 1.83
H -0.50 1.02 -5.17
H -1.59 1.79 -7.18
H -3.82 2.89 -7.10
H -4.91 3.19 -4.89
H -3.87 2.40 -2.87
H 3.11 -1.02 -0.66
H 5.21 -1.71 -1.74
H 5.21 -2.36 -4.14
H 3.11 -2.28 -5.44
H 1.02 -1.57 -4.37
H 0.30 -3.30 -2.91
H -1.41 -5.05 -2.95
H -3.46 -4.83 -1.57
H -3.75 -2.82 -0.14
H -2.03 -1.09 -0.09
*
```

Atom charges from the Mulliken analysis, given in e for atoms 1 to 6: atom 1 (Li): 0.68, atom 2 (O): -0.33, atom 3 (N): 0.15, atom 4 (C): -0.16, atom 5 (C): -0.89, atom 6 (C): -0.18